The following is a quantum chemistry calculation of 2 unconnected molecules or ions with the total composition C7H16N2O, from the Open Molecules 2025 dataset.

Cartesian coordinates (Å):
O -2.996812 -0.245886 -4.560380
N -2.172592 1.267077 -2.028572
N 1.137169 0.700670 -1.297608
C 2.038285 -0.929877 1.257681
C 0.569810 -0.665298 1.592075
C 0.120816 2.127810 0.398228
C -0.045403 0.876868 -0.473314
C -1.257907 1.078850 -1.342971
C -0.323226 -0.393104 0.371164
C -0.014000 -1.847443 2.371110
H 2.594135 -1.184165 2.172779
H -1.361322 -0.324573 0.730359
H 2.515964 -0.062095 0.788448
H -0.283189 -1.262155 -0.305152
H -3.514454 0.315832 -3.966846
H 0.579592 -2.049945 3.274559
H -1.050547 -1.653141 2.682669
H 1.071358 -0.136949 -1.875853
H -2.079831 -0.099743 -4.308858
H 1.037698 2.025124 0.991310
H -0.009074 -2.760270 1.754786
H 0.523105 0.213993 2.255059
H 1.308285 1.505248 -1.892727
H 0.215399 3.026201 -0.226406
H -0.732450 2.255998 1.076845
H 2.129189 -1.779027 0.561614

Atoms 1-3, force components in eV/Å:
-0.206 -0.042 -0.116
0.941 -0.233 0.684
0.197 -0.185 -0.126

DFT total energy = -461.0684 Eh
structure (SMILES) = CC(C)C[C@@](C)(N)C#N.O
F_max = 1.2 eV/A
energy relative to the best compared isomer or geometry (same formula, charge and spin) = 93.15 kJ/mol
HOMO-LUMO gap = 10.92 eV

=====

The following is a quantum chemistry calculation of 2 unconnected molecules or ions with the total composition C7H16N2O, from the Open Molecules 2025 dataset.

Cartesian coordinates (Å):
O 1.588540 1.115005 -1.236169
N 0.019666 -1.606463 0.421003
N -0.662443 -0.967814 1.303948
C 1.213843 -1.013707 -0.049945
C 1.279702 1.416402 1.103568
C -1.992246 -1.492101 1.507088
C -0.997118 0.890581 -0.558399
C -1.078943 2.343522 -0.959347
C 1.693411 -1.656499 -1.333584
C 1.027255 0.698986 -0.218001
H -0.479125 -2.206883 -0.246619
H 1.969837 -1.055165 0.737166
H -0.244289 2.623693 -1.602239
H -2.433365 -1.916688 0.592712
H -0.944644 0.191811 -1.395062
H 2.353189 1.404229 1.314941
H -2.626920 -0.685590 1.872488
H -1.962030 -2.267583 2.280221
H -1.824201 0.640238 0.097815
H 0.736668 0.952926 1.924013
H 0.971574 -1.498752 -2.136239
H -1.065168 2.995937 -0.082169
H 2.620157 -1.186002 -1.653230
H -2.018773 2.546198 -1.487928
H 1.872702 -2.725770 -1.196524
H 0.982720 2.459489 1.000492

Atoms 1-3, force components in eV/Å:
-0.209 0.123 -0.183
-0.237 -0.398 -0.519
-0.172 0.071 0.491

DFT total energy = -460.8853 Eh
F_max = 1.0 eV/A
energy relative to the best compared isomer or geometry (same formula, charge and spin) = 573.72 kJ/mol
HOMO-LUMO gap (spin up / spin down) = 5.99 / 8.40 eV

=====

The following is a quantum chemistry calculation of 2 unconnected molecules or ions with the total composition C7H16N2O, from the Open Molecules 2025 dataset.

Cartesian coordinates (Å):
O 0.918724 -1.570227 1.164525
N -1.340605 -0.573938 -0.351390
N 0.894533 0.501773 0.004687
C -1.606802 1.564737 1.012827
C 1.559260 1.068419 -1.167440
C -2.255483 -1.328434 0.493479
C 0.685757 -1.033714 0.082712
C -1.071883 0.934974 -0.067187
C 1.088826 -1.785195 -1.180663
C 1.432175 1.075492 1.239951
H 0.570284 -1.417233 -2.065874
H -1.769094 -2.288921 0.690333
H 0.856674 -2.836530 -1.016501
H -2.396203 -0.859299 1.472394
H -1.814811 1.078299 1.953001
H 2.164038 -1.741807 -1.347430
H -1.623439 -0.644451 -1.322952
H -1.090346 1.488924 -0.999762
H 1.644302 2.152010 -1.077743
H -1.763531 2.630689 0.975829
H 0.974155 0.845128 -2.058854
H -3.260982 -1.629838 0.197569
H 1.169715 2.133996 1.260998
H 0.955604 0.599844 2.091804
H 2.562820 0.654178 -1.272177
H 2.516313 0.981121 1.287865

Atoms 1-3, force components in eV/Å:
-1.553 0.661 -0.858
0.134 1.939 0.274
0.615 -1.219 0.496

DFT total energy = -460.9431 Eh
structure (SMILES) = CC(=O)N(C)C.C=CNC
F_max = 3.6 eV/A
energy relative to the best compared isomer or geometry (same formula, charge and spin) = 422.15 kJ/mol
HOMO-LUMO gap = 8.21 eV

=====

The following is a quantum chemistry calculation of a single C7H16N2O3SSi molecule, from the Open Molecules 2025 dataset.

Cartesian coordinates (Å):
S -2.013525 0.958461 -0.048190
Si 1.012785 1.094441 -0.126213
O -1.077882 -2.584931 0.753036
O -2.280974 2.336081 -0.180126
O -0.480939 0.843817 0.540238
N 0.614127 -1.633749 -0.406604
N -2.115011 0.106259 -1.341746
C 1.073784 -0.533933 -1.180247
C -1.808059 -1.334332 -1.181625
C -0.763357 -1.838775 -0.147879
C 2.160245 0.938977 1.377676
C 1.645501 -2.222922 0.497855
C 1.128311 2.809069 -0.959711
C -2.911525 0.245782 1.335977
H 2.292619 1.794771 1.937515
H 2.152782 3.268843 -0.784103
H 0.524217 3.543063 -0.593725
H -3.049957 1.144896 2.007413
H 0.811608 2.820128 -2.027632
H 0.424769 -0.346722 -1.983023
H -2.682900 -1.956988 -0.875637
H -1.525543 -1.558335 -2.195048
H -3.804250 -0.243386 0.939412
H 1.961549 -0.857896 -1.821166
H 1.698290 -3.196112 0.133043
H 2.029060 0.054875 2.107148
H 2.652970 -1.691228 0.243942
H 1.345554 -2.164879 1.488767
H -2.193622 -0.520919 1.609918
H 3.179374 0.725657 0.880729

Atoms 1-3, force components in eV/Å:
1.297 -2.064 -1.305
0.824 -0.128 0.183
-0.582 -0.046 0.490

DFT total energy = -1299.2041 Eh
structure (SMILES) = CN1C[Si](C)(C)O[S@@](C)(=O)=NCC1=O
F_max = 3.9 eV/A
energy relative to the best compared isomer or geometry (same formula, charge and spin) = 100.54 kJ/mol
HOMO-LUMO gap = 9.48 eV

=====

The following is a quantum chemistry calculation of 2 unconnected molecules or ions with the total composition C7H16N2OPS, from the Open Molecules 2025 dataset.

Cartesian coordinates (Å):
S 0.630175 3.091790 1.414842
P 0.948521 2.425653 -0.347524
O -0.606955 -1.332225 0.274993
N -2.745861 -1.987636 0.291804
N 2.485848 -0.285102 -1.825932
C 2.815026 0.446767 0.365688
C 2.233807 -0.724939 -0.426082
C 2.633941 1.637024 -0.604190
C -1.771154 -1.127393 0.631045
C 2.695183 0.974169 -1.922683
C -2.136295 0.076488 1.462069
C -4.154084 -1.928995 0.639055
H 0.120887 1.384552 -0.817548
H 3.875882 0.305172 0.572816
H 0.901759 3.322082 -1.430513
H 2.834603 1.440410 -2.891570
H 2.699596 -1.689032 -0.244051
H -2.427096 -2.780232 -0.244778
H -1.236673 0.655778 1.652170
H -2.567451 -0.225384 2.417019
H 2.293209 0.604453 1.308048
H -4.356241 -1.039643 1.227212
H 2.410280 -0.903835 -2.625173
H -2.869713 0.702388 0.951901
H -4.443140 -2.798698 1.228574
H 1.150075 -0.797742 -0.301557
H -4.771910 -1.891380 -0.257784
H 3.357783 2.445512 -0.497851

Atoms 1-3, force components in eV/Å:
0.033 0.013 0.027
-0.060 -0.061 -0.134
-0.054 0.127 -0.121

charge = +1
DFT total energy = -1200.3900 Eh
F_max = 0.3 eV/A
HOMO-LUMO gap = 7.96 eV

=====

The following is a quantum chemistry calculation of a molecular structure, C7H16N2OS, from the Open Molecules 2025 dataset.

Cartesian coordinates (Å):
S -4.586505 -0.126710 -0.467144
O -3.036713 -0.067510 -0.330987
N 1.992568 0.151655 0.136615
N -0.330488 -0.314797 0.044652
C 3.122426 0.974933 0.508746
C -5.215528 1.447873 0.073386
C 4.074157 1.157786 -0.666951
C 0.755703 0.487458 0.275485
C -0.208067 -1.574914 -0.696707
C -1.431503 -0.030212 0.684440
C 0.184342 -2.731889 0.218495
H -1.186325 -1.778070 -1.135089
H 3.652500 0.461498 1.319209
H -6.099480 1.651364 -0.532881
H -4.484174 2.240935 -0.063811
H 4.455001 0.205913 -1.027221
H 2.768350 1.938078 0.879663
H -1.531135 0.887988 1.244838
H 2.249872 -0.745700 -0.278649
H 0.258212 -3.638769 -0.376198
H -5.538767 1.411974 1.115498
H 0.511630 -1.440173 -1.507116
H -0.575027 -2.890451 0.979772
H 0.548047 1.462564 0.711452
H 1.139391 -2.576855 0.714515
H 4.923013 1.751891 -0.339743
H 3.588494 1.684137 -1.484270

Atoms 1-3, force components in eV/Å:
1.274 0.254 0.565
0.307 0.077 -0.414
-1.449 -0.576 -0.423

charge = +2
DFT total energy = -858.4784 Eh
F_max = 1.6 eV/A
energy relative to the best compared isomer or geometry (same formula, charge and spin) = 71.32 kJ/mol
HOMO-LUMO gap (spin up / spin down) = 7.33 / 8.39 eV

=====

The following is a quantum chemistry calculation of 2 unconnected molecules or ions with the total composition C7H16N3S, from the Open Molecules 2025 dataset.

Cartesian coordinates (Å):
S -1.517612 1.011665 -0.605553
N 1.389294 1.098764 -0.828723
N 2.332811 -2.008946 0.587855
N 2.135158 -0.940232 -0.180374
C -2.266900 -0.416696 1.609621
C -0.662272 -1.414179 -1.765770
C -1.532694 -1.251540 0.581494
C 1.893392 2.476587 -0.414275
C 1.485592 0.087308 0.178294
C -1.205926 -0.713135 -0.579676
C -2.506044 1.038447 0.954227
H 1.876601 0.825746 -1.626958
H 3.001852 2.447438 -0.224914
H 1.443172 3.045401 0.440572
H -0.217316 -2.381231 -1.446262
H 1.798569 -2.098070 1.461978
H -0.030738 -0.741293 -2.383225
H -1.446024 -2.357785 0.871246
H -2.039759 1.767958 1.609414
H 1.631633 3.195885 -1.222594
H 2.940873 -2.554395 0.186884
H -1.575733 -1.749403 -2.432209
H 0.410386 1.335803 -0.978381
H -3.497077 1.304190 0.844548
H 0.900005 0.276826 1.026941
H -1.632479 -0.257373 2.485935
H -3.108771 -1.027736 1.849911

Atoms 1-3, force components in eV/Å:
-1.735 0.704 -0.270
0.219 3.029 2.474
-4.801 4.820 2.299

charge = +1
DFT total energy = -838.4270 Eh
F_max = 7.2 eV/A
energy relative to the best compared isomer or geometry (same formula, charge and spin) = 411.11 kJ/mol
HOMO-LUMO gap = 9.11 eV

=====

The following is a quantum chemistry calculation of 2 unconnected molecules or ions with the total composition C7H16N4O, from the Open Molecules 2025 dataset.

Cartesian coordinates (Å):
O 3.877239 0.515022 -0.160372
N -3.643195 -0.509372 -0.682299
N -3.153441 -1.713878 -0.339235
N -2.355910 -1.502764 0.640480
N -2.293208 -0.176934 0.956768
C 1.915334 -0.763100 1.507158
C 1.076178 1.116170 0.070632
C 1.632775 -0.312911 0.069601
C 0.621857 -1.263416 -0.586400
C -3.106248 0.426824 0.123121
C -3.393020 1.893528 0.066103
C 2.926974 -0.356402 -0.746492
H 1.797217 1.809438 0.503763
H 0.859075 1.453790 -0.948344
H 2.663691 -0.117633 1.965428
H -2.804195 2.382613 0.851689
H 2.703868 -0.066092 -1.786811
H -4.454560 2.087032 0.244802
H 2.290889 -1.783195 1.524723
H 0.153377 1.168168 0.652259
H 0.997126 -2.292383 -0.602968
H 4.683248 0.477359 -0.684445
H -3.116859 2.306839 -0.909448
H 3.301137 -1.396867 -0.760542
H 0.995092 -0.734227 2.104419
H 0.397471 -0.969934 -1.608882
H -0.266979 -1.241104 -0.027456
H -4.304946 -0.436560 -1.437242

Atoms 1-3, force components in eV/Å:
0.285 0.078 -0.131
0.130 -0.023 0.112
0.171 0.215 0.354

DFT total energy = -570.5459 Eh
structure (SMILES) = Cc1nnn[nH]1.CC(C)(C)CO
F_max = 1.4 eV/A
energy relative to the best compared isomer or geometry (same formula, charge and spin) = 22.11 kJ/mol
HOMO-LUMO gap = 10.64 eV